69
Properties=species:S:1:pos:R:3 method="wB97M-V/def2-TZVPD" charge=0 multiplicity=4 s2=3.758 homo_energy_ev="-7.38 / -7.39" homo_lumo_gap_ev="7.48 / 7.48"
Co -0.88 -0.26 -0.89
C 7.15 -0.94 0.01
C 6.33 -0.49 1.04
C 4.99 -0.21 0.80
C 4.45 -0.36 -0.48
C 5.28 -0.79 -1.51
C 6.62 -1.09 -1.27
P 2.70 0.00 -0.92
C 2.14 0.89 0.59
C 2.57 2.21 0.76
C 2.08 2.99 1.79
C 1.13 2.48 2.66
C 0.70 1.17 2.51
C 1.20 0.38 1.49
C 1.90 -1.64 -0.76
C 2.64 -2.77 -0.40
C 2.04 -4.02 -0.36
C 0.70 -4.15 -0.67
C -0.04 -3.02 -0.99
C 0.52 -1.74 -1.06
H 8.19 -1.16 0.19
H 6.74 -0.37 2.03
H 4.36 0.12 1.62
H 4.88 -0.91 -2.51
H 7.24 -1.44 -2.08
H 3.29 2.62 0.06
H 2.44 4.01 1.90
H 0.74 3.10 3.46
H -0.04 0.76 3.18
H 0.84 -0.64 1.39
H 3.69 -2.68 -0.16
H 2.63 -4.89 -0.07
H 0.22 -5.12 -0.64
H -1.10 -3.16 -1.20
C 0.66 3.74 -2.01
C -0.31 2.76 -1.41
O -0.02 1.57 -1.35
N -1.49 3.25 -0.97
C -2.50 2.41 -0.35
C -3.32 1.57 -1.31
C -4.67 1.83 -1.48
C -5.42 1.02 -2.32
C -4.79 -0.02 -2.98
C -3.43 -0.20 -2.77
N -2.71 0.57 -1.96
H 1.66 3.33 -1.92
H 0.60 4.72 -1.54
H 0.42 3.85 -3.07
H -1.66 4.23 -1.07
H -3.18 3.06 0.20
H -2.04 1.74 0.38
H -5.14 2.64 -0.94
H -6.48 1.19 -2.45
H -5.33 -0.68 -3.64
H -2.89 -1.00 -3.26
C -3.39 -2.89 0.86
Si -2.95 -1.20 1.59
C -2.23 -1.47 3.32
C -4.55 -0.21 1.76
O -1.91 -0.41 0.66
H -4.31 -3.30 1.29
H -2.59 -3.61 1.04
H -3.54 -2.81 -0.22
H -2.90 -2.05 3.96
H -2.04 -0.51 3.81
H -1.28 -2.01 3.24
H -5.20 -0.60 2.54
H -5.11 -0.22 0.82
H -4.33 0.84 2.00

69
Properties=species:S:1:pos:R:3 method="wB97M-V/def2-TZVPD" relative_energy_kj_mol=66.5 smiles="COc1cc(C(=O)NCCCc2nc3ccccc3n2Cc2cc(C)ccc2C)cc(OC)c1OC" charge=0 homo_energy_ev=-7.91 homo_lumo_gap_ev=8.66
C 3.88 1.51 2.46
O 4.06 0.67 1.34
C 3.06 -0.21 1.02
C 1.90 -0.33 1.76
C 0.89 -1.21 1.41
C -0.28 -1.27 2.33
O -0.54 -0.34 3.09
N -0.97 -2.43 2.35
C -2.13 -2.61 3.19
C -3.44 -2.33 2.45
C -3.40 -0.95 1.78
C -2.79 -1.02 0.42
N -2.60 -2.13 -0.23
C -2.18 -1.76 -1.49
C -1.88 -2.54 -2.60
C -1.52 -1.89 -3.76
C -1.46 -0.49 -3.82
C -1.76 0.30 -2.73
C -2.11 -0.35 -1.56
N -2.49 0.10 -0.31
C -2.63 1.47 0.09
C -1.42 2.35 -0.17
C -0.19 1.82 -0.51
C 0.89 2.64 -0.83
C 2.19 2.08 -1.29
C 0.72 4.02 -0.73
C -0.49 4.55 -0.33
C -1.58 3.73 -0.06
C -2.89 4.34 0.34
C 1.02 -1.99 0.26
C 2.18 -1.89 -0.49
O 2.43 -2.61 -1.62
C 1.49 -3.56 -2.04
C 3.23 -1.02 -0.12
O 4.29 -1.06 -0.96
C 5.50 -0.40 -0.65
H 4.77 2.13 2.51
H 3.00 2.14 2.35
H 3.80 0.93 3.39
H 1.73 0.27 2.64
H -0.84 -3.09 1.60
H -2.01 -1.90 4.02
H -2.13 -3.63 3.58
H -3.61 -3.08 1.68
H -4.26 -2.37 3.17
H -2.84 -0.26 2.41
H -4.42 -0.56 1.67
H -1.95 -3.62 -2.55
H -1.28 -2.46 -4.64
H -1.18 -0.02 -4.75
H -1.72 1.37 -2.79
H -2.86 1.49 1.16
H -3.49 1.90 -0.45
H -0.05 0.75 -0.56
H 2.56 2.63 -2.15
H 2.94 2.16 -0.50
H 2.09 1.03 -1.55
H 1.54 4.68 -0.97
H -0.60 5.62 -0.25
H -3.66 4.15 -0.41
H -3.23 3.93 1.29
H -2.79 5.42 0.45
H 0.23 -2.64 -0.06
H 0.53 -3.09 -2.30
H 1.32 -4.33 -1.28
H 1.91 -4.02 -2.93
H 5.89 -0.71 0.32
H 5.39 0.68 -0.67
H 6.20 -0.71 -1.43

Molar mass / g/mol: 559.6, 487.6